Molecular formula: C3H10N2O
Method: DFT, wB97M-V/def2-TZVPD

Structure (XYZ):
```
16
Properties=species:S:1:pos:R:3:nbo_charge:R:1
H 4.936 1.194 -1.144 0.32
N 4.036 1.254 -0.611 -0.70
C 3.967 0.107 0.031 0.30
N 4.057 -1.226 -0.406 -0.84
H 3.147 0.035 0.817 0.13
H 4.367 -1.088 -1.427 0.38
H 3.358 -1.913 -0.178 0.41
C -2.369 -0.091 0.950 -0.64
C -3.291 0.584 0.024 -0.07
O -4.506 -0.292 -0.217 -0.73
H -2.404 -1.208 0.837 0.23
H -2.686 -0.042 1.982 0.21
H -1.432 0.380 0.927 0.22
H -3.601 1.637 0.352 0.17
H -2.734 0.677 -0.950 0.16
H -4.846 -0.009 -0.987 0.45
```

Output
LUMO (eV): 0.7
Energy relative to the best compared isomer or geometry (same formula, charge and spin) (kcal per mole): 73.3
E_tot (Eh): -304.95781
E_HOMO (Ha): -0.337
SMILES: [H]/N=C\N.CCO
Charge: 0
2S+1: 1
Gap between HOMO and LUMO (eV): 9.85

Molecular formula: C3H10N2O
Method: DFT, wB97M-V/def2-TZVPD

Structure (XYZ):
```
16
Properties=species:S:1:pos:R:3:lowdin_spin:R:1
C 0.258 1.039 0.063 0.07
N -1.067 0.343 0.063 0.69
C -1.531 -0.334 -1.194 0.04
O -1.887 -1.674 -0.801 0.04
C 1.228 0.356 1.164 0.05
N 2.241 -0.385 0.410 0.02
H 0.151 2.218 0.107 0.04
H 0.713 0.778 -0.874 0.00
H -1.610 0.257 0.924 0.01
H -2.392 0.280 -1.441 0.03
H -0.676 -0.342 -1.993 0.01
H -2.853 -1.638 -1.089 0.00
H 1.766 1.186 1.607 0.00
H 0.679 -0.174 1.990 0.00
H 1.940 -1.265 0.045 0.00
H 3.039 -0.644 1.019 0.00
```

Output
LUMO (spin up / spin down) (eV): -3.1 / -7.7
<S²>: 0.7554
Energy relative to the best compared isomer or geometry (same formula, charge and spin) (kcal per mole): 58.2
E_tot (Eh): -304.69246
E_HOMO (spin up / spin down) (Ha): -0.510 / -0.507
Charge: +1
2S+1: 2
Gap between HOMO and LUMO (spin up / spin down) (eV): 10.74 / 6.13

Molecular formula: C3H10N2O
Method: DFT, wB97M-V/def2-TZVPD

Structure (XYZ):
```
16
Properties=species:S:1:pos:R:3:lowdin_spin:R:1
C 0.398 0.353 -0.743 0.07
C -0.968 1.046 -0.535 0.01
O -0.840 2.198 -1.327 0.00
N 0.409 -1.059 -0.495 0.51
C -0.052 -1.357 0.887 0.04
N 1.002 -1.383 1.905 0.26
H 0.573 0.394 -1.706 0.01
H 1.181 1.018 -0.275 0.04
H -0.872 1.613 0.442 0.00
H -1.871 0.508 -0.875 0.00
H -0.693 2.813 -0.670 0.00
H 1.337 -1.559 -0.635 0.00
H -0.898 -0.707 1.071 0.02
H -0.532 -2.319 0.882 0.02
H 1.415 -0.450 2.085 0.01
H 0.935 -2.047 2.780 0.01
```

Output
LUMO (spin up / spin down) (eV): -3.2 / -8.5
<S²>: 0.7579
Energy relative to the best compared isomer or geometry (same formula, charge and spin) (kcal per mole): 85.3
E_tot (Eh): -304.64937
E_HOMO (spin up / spin down) (Ha): -0.544 / -0.539
Charge: +1
2S+1: 2
Gap between HOMO and LUMO (spin up / spin down) (eV): 11.55 / 6.14

Molecular formula: C3H10N2O2
Method: DFT, wB97M-V/def2-TZVPD

Structure (XYZ):
```
17
Properties=species:S:1:pos:R:3:nbo_charge:R:1
C -0.289 2.045 0.576 -0.67
C 0.694 1.130 -0.112 0.40
O 2.211 1.672 0.258 -0.78
O 0.779 -0.113 0.426 -0.44
N -0.390 -0.885 -0.514 -0.01
C -1.218 -1.519 0.511 -0.44
N 0.239 -1.833 -1.303 -0.68
H -0.280 1.891 1.659 0.22
H -1.305 1.889 0.204 0.22
H 0.009 3.083 0.402 0.23
H 0.644 1.197 -1.208 0.16
H 2.795 1.115 -0.280 0.46
H -1.675 -0.749 1.136 0.21
H -0.635 -2.193 1.149 0.19
H -2.028 -2.090 0.043 0.21
H 0.709 -2.580 -0.791 0.35
H -0.262 -2.058 -2.158 0.39
```

Output
LUMO (eV): 0.8
Energy relative to the best compared isomer or geometry (same formula, charge and spin) (kcal per mole): 114.1
E_tot (Eh): -380.15485
E_HOMO (Ha): -0.358
SMILES: C[C@@H](O)ON(C)N
Charge: 0
2S+1: 1
Gap between HOMO and LUMO (eV): 10.57

Which value of E_tot does entry 1 give? -304.95781 Eh

What is the 2S+1 in the second record? 2

Which value of charge does entry 2 give? +1